# 1
{
  "formula": "C37H48HgN7O5",
  "method": "the ωB97M-V functional and the def2-TZVPD basis",
  "total_charge": -2,
  "homo_lumo_gap_ev": [3.340, 6.115],
  "lumo_ev": [3.9, 3.9],
  "multiplicity": 2,
  "largest_force_ev_per_a": 1.9,
  "s2": 0.7731,
  "species": ["Hg", "C", "C", "C", "C", "C", "C", "C", "N", "C", "C", "C", "C", "C", "C", "C", "N", "C", "C", "C", "C", "H", "H", "H", "H", "H", "H", "H", "H", "H", "H", "H", "H", "H", "H", "H", "H", "H", "H", "H", "H", "H", "H", "H", "H", "N", "C", "C", "O", "O", "H", "H", "H", "H", "C", "N", "C", "C", "C", "N", "C", "O", "N", "H", "H", "H", "H", "H", "H", "H", "O", "C", "N", "C", "O", "C", "C", "C", "C", "C", "C", "H", "H", "H", "H", "C", "C", "C", "C", "H", "H", "H", "H", "H", "H", "H", "H", "H"],
  "positions_angstrom": [[1.1016, 0.2303, 1.1774], [-5.2657, -3.0112, -1.3910], [-5.2595, -2.3785, 0.0072], [-5.5931, -3.4722, 1.0218], [-6.3467, -1.2987, 0.0859], [-3.8903, -1.7418, 0.2731], [-3.0848, -2.1037, 1.3650], [-1.8285, -1.5029, 1.4781], [-1.3577, -0.5868, 0.6547], [-2.1431, -0.1593, -0.3846], [-3.4135, -0.7765, -0.5850], [-1.6815, 0.9068, -1.2167], [-2.4259, 1.3323, -2.3680], [-2.0723, 2.4463, -3.0787], [-0.9522, 3.1943, -2.6196], [-0.2151, 2.6716, -1.5581], [-0.4919, 1.5572, -0.9050], [-2.7729, 2.8489, -4.3751], [-1.8491, 2.4982, -5.5529], [-4.1012, 2.1167, -4.5692], [-3.0500, 4.3588, -4.3909], [-6.2318, -3.4912, -1.5938], [-4.4787, -3.7664, -1.4650], [-5.0833, -2.2629, -2.1639], [-6.5532, -3.9325, 0.7637], [-5.6717, -3.0640, 2.0329], [-4.8279, -4.2523, 1.0265], [-7.3420, -1.7381, -0.0588], [-6.1927, -0.5306, -0.6747], [-6.3202, -0.8091, 1.0628], [-3.3930, -2.8289, 2.1066], [-1.1607, -1.7962, 2.2859], [-4.0223, -0.4672, -1.4253], [-3.2874, 0.7548, -2.6728], [-0.6319, 4.1131, -3.0982], [0.6900, 3.1875, -1.2300], [-1.6904, 1.4170, -5.5943], [-0.8747, 2.9772, -5.4265], [-2.2830, 2.8264, -6.5075], [-3.9533, 1.0383, -4.6598], [-4.5875, 2.4685, -5.4855], [-4.7748, 2.3015, -3.7279], [-2.1261, 4.9374, -4.4510], [-3.5762, 4.6599, -3.4812], [-3.6690, 4.6208, -5.2571], [2.0286, 1.8294, 2.4953], [1.2411, 3.0522, 2.5403], [-0.2565, 2.7100, 2.6681], [-0.9935, 3.6699, 2.9749], [-0.5535, 1.5071, 2.4462], [1.9935, 1.3417, 3.3898], [2.9937, 1.9678, 2.2177], [1.3920, 3.6165, 1.6182], [1.4952, 3.6995, 3.3797], [6.9310, 2.1810, -0.7094], [5.5727, 2.1540, -1.2284], [5.3271, 2.1200, -2.5497], [4.0812, 1.9916, -3.0307], [3.0345, 1.8494, -2.0557], [3.2502, 1.9569, -0.7736], [4.4988, 2.1558, -0.2833], [4.7941, 2.3023, 0.8933], [1.7702, 1.6270, -2.4392], [7.6094, 2.5199, -1.4906], [7.2350, 1.1908, -0.3694], [6.9750, 2.8509, 0.1428], [6.1915, 2.2130, -3.1946], [3.8817, 1.9845, -4.0912], [1.6115, 1.2198, -3.3431], [1.1120, 1.3710, -1.6972], [1.0822, -3.6229, 2.5161], [1.3269, -2.8664, 3.4420], [1.4085, -1.5014, 3.4157], [1.6926, -1.0571, 4.6731], [1.9094, 0.0935, 5.0308], [1.7649, -2.2376, 5.6321], [1.9819, -2.3241, 6.9901], [2.0014, -3.5971, 7.5655], [1.8285, -4.7352, 6.7825], [1.6151, -4.6266, 5.4057], [1.5757, -3.3609, 4.8625], [2.1296, -1.4320, 7.5879], [2.1495, -3.7058, 8.6341], [1.8562, -5.7121, 7.2527], [1.4872, -5.5006, 4.7778], [3.7447, -1.9117, 0.8123], [2.8711, -1.9945, -0.4390], [3.6374, -1.4152, -1.6262], [1.4872, -1.3645, -0.2242], [4.6579, -2.5137, 0.7054], [3.1926, -2.2644, 1.6844], [4.0274, -0.8680, 0.9977], [2.7101, -3.0592, -0.6545], [3.9632, -0.3993, -1.3945], [3.0193, -1.3827, -2.5303], [4.5320, -2.0119, -1.8451], [0.8427, -2.1094, 0.2409], [1.0231, -1.0941, -1.1792]],
  "atomic_forces_ev_per_a": [[0.242, -0.222, -0.476], [-0.017, -0.036, -0.020], [0.037, 0.050, 0.008], [-0.004, -0.015, 0.047], [-0.040, 0.013, 0.007], [0.078, -0.083, 0.106], [0.025, 0.025, -0.051], [-0.116, 0.068, -0.154], [-0.438, 0.020, -0.280], [0.014, -0.209, 0.270], [0.145, 0.063, -0.048], [0.089, 0.074, -0.166], [0.110, 0.026, 0.183], [0.023, -0.044, -0.041], [0.216, 0.041, 0.222], [-1.443, 1.110, 0.194], [-0.482, -0.001, 0.198], [0.031, -0.019, 0.033], [-0.008, 0.020, -0.057], [-0.047, 0.025, -0.006], [-0.050, 0.032, 0.022], [0.061, 0.043, 0.019], [-0.041, 0.023, -0.015], [-0.008, -0.036, 0.018], [0.039, 0.027, 0.023], [0.018, -0.038, -0.046], [-0.048, 0.026, 0.008], [0.066, 0.023, -0.006], [-0.012, -0.026, 0.041], [-0.018, -0.015, -0.047], [0.038, 0.012, -0.075], [-0.017, 0.041, -0.037], [-0.016, -0.024, 0.086], [0.107, 0.018, -0.018], [-0.006, -0.069, 0.049], [-0.399, 0.123, 0.030], [-0.002, 0.053, -0.011], [-0.050, -0.012, -0.024], [0.038, -0.026, 0.088], [-0.022, 0.043, 0.006], [0.023, -0.023, 0.032], [0.023, -0.024, -0.051], [-0.044, -0.029, 0.035], [0.012, -0.005, -0.062], [0.054, -0.004, 0.038], [0.354, -0.059, 0.150], [-0.061, -0.080, -0.035], [-0.171, 0.312, -0.018], [0.092, -0.419, -0.066], [-0.274, 0.289, 0.151], [0.061, 0.019, 0.120], [0.031, 0.152, -0.030], [-0.002, -0.013, -0.042], [0.103, 0.053, 0.077], [-0.150, 0.008, -0.015], [0.157, 0.091, 0.605], [0.090, -0.004, -0.344], [-0.120, 0.007, -0.188], [-0.404, -0.143, -0.677], [0.466, 0.479, 1.083], [0.089, -0.127, -0.340], [-0.146, -0.017, 0.015], [1.581, -0.918, -0.441], [-0.001, 0.003, -0.046], [-0.001, -0.049, 0.009], [-0.004, 0.068, 0.024], [0.035, -0.053, -0.033], [-0.012, -0.027, 0.000], [-0.082, 0.109, -0.134], [0.247, -0.528, -0.147], [0.034, -0.063, -0.106], [-0.075, 0.149, 0.173], [0.046, -0.195, 0.382], [0.048, -0.142, -0.147], [0.005, 0.127, -0.006], [0.002, 0.150, 0.009], [0.029, 0.000, 0.127], [-0.008, 0.055, -0.063], [-0.015, 0.037, -0.088], [0.013, -0.073, 0.072], [-0.050, -0.092, -0.164], [-0.018, -0.007, -0.032], [0.026, 0.012, -0.004], [0.001, -0.001, -0.017], [-0.043, 0.013, 0.012], [-0.036, -0.089, 0.002], [-0.006, 0.088, 0.109], [-0.010, 0.002, 0.000], [-0.003, -0.021, 0.075], [-0.022, 0.069, -0.002], [0.068, 0.025, -0.062], [-0.016, -0.057, 0.008], [0.018, -0.066, 0.005], [-0.004, -0.035, -0.050], [0.028, 0.005, 0.043], [-0.031, 0.041, 0.012], [-0.026, -0.121, -0.063], [0.008, -0.002, 0.022]],
  "lowdin_spin": [0.00, 0.00, 0.00, 0.00, 0.00, 0.02, 0.11, 0.00, 0.10, 0.08, 0.07, 0.18, 0.04, 0.06, 0.13, 0.01, 0.14, 0.01, 0.01, 0.00, 0.00, 0.00, 0.00, 0.00, 0.00, 0.00, 0.00, 0.00, 0.00, 0.00, 0.01, 0.00, 0.00, 0.00, 0.01, 0.00, 0.00, 0.00, 0.00, 0.00, 0.00, 0.00, 0.00, 0.00, 0.00, 0.00, 0.00, 0.00, 0.00, 0.00, 0.00, 0.00, 0.00, 0.00, 0.00, 0.00, 0.00, 0.00, 0.00, 0.00, 0.00, 0.00, 0.01, 0.00, 0.00, 0.00, 0.00, 0.00, 0.00, 0.00, 0.00, 0.00, 0.00, 0.00, 0.00, 0.00, 0.00, 0.00, 0.00, 0.00, 0.00, 0.00, 0.00, 0.00, 0.00, 0.00, 0.00, 0.00, 0.00, 0.00, 0.00, 0.00, 0.00, 0.00, 0.00, 0.00, 0.00, 0.00]
}

***

# 2
{
  "formula": "C37H48N10NaO4PS3SeSi",
  "method": "the ωB97M-V functional and the def2-TZVPD basis",
  "total_charge": -2,
  "homo_lumo_gap_ev": 2.403,
  "lumo_ev": 3.2,
  "de_lowest_kcal_mol": 0.0,
  "largest_force_ev_per_a": 2.5,
  "species": ["Na", "C", "N", "C", "C", "N", "C", "P", "C", "N", "C", "C", "N", "C", "C", "N", "C", "C", "N", "C", "H", "H", "H", "H", "H", "H", "H", "H", "H", "H", "H", "H", "H", "H", "H", "S", "C", "S", "S", "Se", "N", "C", "C", "C", "C", "C", "N", "C", "C", "N", "C", "C", "C", "C", "C", "N", "H", "H", "H", "H", "H", "H", "C", "C", "C", "C", "O", "Si", "O", "O", "C", "C", "C", "C", "O", "C", "C", "C", "C", "H", "H", "H", "H", "H", "H", "H", "H", "H", "H", "H", "H", "H", "H", "H", "H", "H", "H", "H", "H", "H", "H", "H", "H", "H", "H", "H"],
  "positions_angstrom": [[-8.5351, -18.7545, 9.8765], [-9.2201, -23.1579, 14.1607], [-9.2202, -21.8433, 13.6052], [-9.0222, -20.6597, 14.3408], [-9.1092, -19.6627, 13.4208], [-9.3386, -20.1216, 12.1679], [-9.5337, -21.4398, 12.3223], [-10.3114, -22.5218, 11.0630], [-11.8500, -21.5770, 10.6852], [-11.8514, -20.3800, 10.1161], [-13.1228, -19.9037, 10.3233], [-13.9033, -20.7706, 11.0173], [-13.1129, -21.8937, 11.2562], [-13.4560, -23.2215, 11.7225], [-9.2942, -22.2811, 9.5725], [-8.9245, -21.1018, 9.1063], [-8.1181, -21.3959, 8.0087], [-8.0290, -22.7228, 7.7431], [-8.8062, -23.3044, 8.7583], [-9.2614, -24.6979, 8.8555], [-9.7174, -23.1347, 15.1556], [-8.1985, -23.5505, 14.4415], [-9.7289, -23.8554, 13.4900], [-8.9329, -20.7297, 15.4202], [-8.9757, -18.5919, 13.5919], [-13.2858, -18.9059, 9.9562], [-14.9200, -20.6603, 11.3720], [-14.5385, -23.2347, 11.8135], [-12.9789, -23.3046, 12.7157], [-13.1424, -23.9943, 11.0218], [-7.7071, -20.6258, 7.4139], [-7.6046, -23.2388, 6.8681], [-8.4977, -25.4019, 8.4820], [-10.1637, -24.9064, 8.2081], [-9.4967, -24.8997, 9.9373], [-11.3454, -14.8958, 12.5318], [-10.5958, -15.9982, 11.5432], [-11.2705, -16.8536, 10.2521], [-8.9452, -16.3516, 11.9279], [-9.4887, -13.8183, 2.7396], [-8.6293, -13.5628, 4.3456], [-8.9818, -14.5769, 5.1199], [-8.3621, -14.8601, 6.4099], [-7.3758, -14.0036, 6.9394], [-6.7855, -14.3874, 8.1380], [-7.1561, -15.5877, 8.7373], [-8.0575, -16.4275, 8.2204], [-8.7051, -16.0331, 7.1082], [-9.7197, -16.9189, 6.5922], [-9.9773, -18.0804, 7.2099], [-11.0826, -18.7725, 6.8776], [-11.8962, -18.4076, 5.7613], [-11.5539, -17.3330, 5.0060], [-10.4860, -16.5379, 5.4495], [-10.0502, -15.4461, 4.6325], [-10.4232, -15.2622, 3.3777], [-7.0710, -13.1174, 6.3737], [-6.0323, -13.7544, 8.5744], [-6.7209, -15.8596, 9.6886], [-11.2406, -19.5855, 7.5571], [-12.7903, -18.9573, 5.6001], [-12.0970, -17.0538, 4.1060], [-2.7980, -16.6899, 12.6850], [-4.3190, -16.6760, 12.8927], [-4.9661, -15.5759, 12.0282], [-4.7519, -16.5178, 14.3855], [-4.7617, -17.9777, 12.5532], [-5.1289, -18.6279, 11.0659], [-6.3965, -18.1688, 10.2650], [-3.6516, -18.3938, 10.2116], [-3.3061, -18.5836, 8.8130], [-3.5755, -20.0046, 8.3479], [-1.7831, -18.3838, 8.7532], [-4.0633, -17.5311, 8.0126], [-5.3380, -20.2657, 11.3850], [-4.6983, -21.1941, 12.3349], [-3.1820, -20.9872, 12.3308], [-5.3731, -20.9610, 13.6520], [-5.0510, -22.5338, 11.7378], [-2.3589, -15.6844, 12.7709], [-2.6518, -17.1362, 11.6779], [-2.3751, -17.3631, 13.4404], [-4.5714, -14.5821, 12.3502], [-6.1012, -15.6311, 12.1564], [-4.7170, -15.7167, 10.9806], [-4.7860, -15.4828, 14.7308], [-4.0653, -17.0525, 15.0254], [-5.7481, -16.9884, 14.5132], [-2.9240, -20.7265, 8.8780], [-3.5417, -20.2235, 7.2819], [-4.5773, -20.2110, 8.6508], [-1.2472, -19.2337, 9.2314], [-1.4652, -17.4791, 9.3014], [-1.4047, -18.2452, 7.7481], [-5.0806, -17.6134, 8.3154], [-3.9733, -17.6309, 6.9229], [-3.6332, -16.5276, 8.3336], [-2.9424, -19.9342, 12.6078], [-2.7599, -21.0549, 11.3387], [-2.6273, -21.6290, 13.0203], [-5.0829, -19.9495, 14.0401], [-5.1625, -21.6988, 14.4124], [-6.4766, -21.0546, 13.5312], [-4.5900, -22.6643, 10.7708], [-6.1459, -22.6871, 11.6169], [-4.6640, -23.3638, 12.3618]],
  "atomic_forces_ev_per_a": [[-0.318, 0.894, 0.491], [0.432, -0.820, 1.462], [-0.712, 1.290, 0.083], [-0.213, -1.711, -0.613], [0.746, 1.617, 0.397], [-1.039, -1.624, 0.413], [0.972, 0.755, -0.675], [-0.276, -0.535, 0.386], [-0.367, 0.509, 0.212], [-0.746, -1.462, 0.720], [0.817, 0.821, -0.610], [0.199, -0.879, 0.021], [1.834, 0.910, -1.343], [-0.108, 1.020, 0.846], [0.281, 0.449, -1.111], [1.216, -1.048, -0.698], [-0.737, 0.430, 0.384], [-1.141, -0.373, 0.766], [-0.260, -0.563, 0.146], [-0.343, -0.230, 0.002], [-0.157, -0.057, -0.694], [-0.711, 0.505, -0.841], [0.153, 0.085, 0.181], [0.228, 0.275, -0.338], [-0.087, -0.238, -0.222], [-0.487, 0.226, 0.241], [0.177, -0.240, -0.067], [-0.085, -0.268, 0.199], [-0.367, -0.688, -0.398], [0.133, 0.065, 0.152], [0.411, 0.776, -0.295], [-0.283, 0.106, 0.934], [-0.034, 0.465, 0.393], [0.677, 0.484, 0.793], [0.175, 0.034, -1.224], [-1.330, 1.040, 0.543], [1.260, -0.423, 0.433], [-0.637, -0.353, -0.950], [0.741, -0.340, -0.171], [-0.284, -0.489, 1.446], [-0.283, -1.304, -0.309], [-0.189, 1.119, -0.342], [0.167, 0.639, 0.127], [-0.002, -0.812, 0.186], [-0.375, 0.609, -1.037], [-0.463, -0.310, 0.129], [-0.054, 0.732, -0.119], [1.695, 0.260, 0.528], [-2.006, -0.721, -1.320], [-0.735, -0.120, 0.111], [1.146, 1.724, -0.886], [0.574, -0.900, 1.884], [0.437, 0.611, 0.169], [0.095, -1.039, 0.213], [0.921, 0.799, -1.555], [0.377, 0.556, 0.668], [-0.187, -0.296, 0.328], [0.138, 0.003, 0.274], [-0.041, -0.472, 0.014], [-0.501, -0.580, -0.021], [-0.569, -0.498, -0.354], [0.091, 0.010, 0.221], [-0.296, -0.157, -0.109], [-0.236, 0.368, 0.430], [-1.124, -0.019, 0.888], [-0.324, -0.129, -0.652], [-0.123, -0.313, -0.387], [-0.653, -0.288, -0.897], [0.901, -0.109, 0.020], [0.023, -0.666, -0.472], [0.863, 0.287, 0.615], [-0.223, -0.602, 0.690], [0.516, 0.390, 0.896], [1.449, 0.957, 0.250], [1.073, -0.451, 0.741], [-0.600, 1.042, -1.895], [0.175, 1.396, 0.620], [-0.667, 0.814, 0.814], [-0.351, -1.369, 0.551], [-0.018, -0.288, -0.032], [0.255, 0.507, 0.632], [0.208, 0.127, -0.149], [-0.414, -0.616, -0.163], [1.399, 0.268, -0.272], [0.021, -0.095, -0.219], [-0.033, 0.051, -0.165], [0.338, -0.296, 0.229], [0.456, 0.484, -0.193], [-0.252, 0.363, -0.225], [0.359, 0.474, -0.194], [-0.951, -0.466, 0.246], [-0.391, 0.424, -0.318], [-0.354, -0.231, -0.077], [-0.068, -0.234, -0.480], [-1.012, 0.206, 0.147], [0.121, -0.076, 0.201], [-0.749, -0.999, -0.473], [-0.339, -0.606, 0.096], [-0.070, -0.428, -0.424], [-0.205, -0.209, -0.021], [-0.549, -0.821, -0.334], [0.634, -0.434, 0.285], [0.700, 0.533, -0.163], [0.115, 0.177, -0.453], [0.593, 0.348, 0.154], [-0.160, 0.260, -0.039]],
  "mulliken_charge": [0.94, -1.02, 0.59, -1.17, -0.30, 0.44, -0.13, -0.42, -0.16, 0.24, -0.47, -0.70, 0.23, -0.92, -0.52, 0.83, -0.67, -0.86, 0.35, -0.98, 0.36, 0.23, 0.35, 0.42, 0.31, 0.47, 0.41, 0.37, 0.26, 0.29, 0.56, 0.42, 0.34, 0.25, 0.35, -0.56, -0.36, -0.36, -0.27, 0.10, -0.88, 1.08, 0.55, -1.17, -0.86, -1.44, 0.73, -0.37, -0.29, 0.27, -0.22, -0.79, -0.83, 0.57, 0.84, -0.81, 0.44, 0.52, 1.11, 0.31, 0.45, 0.44, -1.35, 1.61, -0.99, -1.80, 0.20, -2.85, 1.14, -0.07, 1.73, -1.29, -1.87, -0.95, 0.96, 1.99, -1.35, -1.03, -1.69, 0.37, 0.05, 0.32, 0.58, 0.02, 0.04, 0.35, 0.41, 0.28, 0.28, 0.40, 0.17, 0.36, 0.31, 0.37, -0.13, 0.41, 0.21, 0.03, 0.21, 0.41, 0.01, 0.48, -0.03, 0.38, 0.08, 0.34]
}